A | Below is C3H4N2O2 in the gas phase, with properties calculated with ωB97M-V/def2-TZVPD.

Structure (XYZ):
```
11
Properties=species:S:1:pos:R:3
O 1.11 1.24 -0.24
O -1.12 1.16 0.52
N 0.55 -1.44 1.34
N 0.52 -0.23 1.48
C -0.23 -0.69 -0.69
C 0.03 0.51 0.25
C 0.14 -1.79 -0.02
H 0.14 -2.86 -0.11
H -0.63 -0.41 -1.62
H -0.89 1.67 1.35
H 1.11 2.21 -0.04
```

Results
gap between HOMO and LUMO = 9.3 eV
HOMO level = -9.28 eV
LUMO energy = 0.000 Eh
SMILES = OC1(O)C=CN=N1
spin multiplicity = 1

---

B | Below is C3H4N2O2 in the gas phase, with properties calculated with ωB97M-V/def2-TZVPD.

Structure (XYZ):
```
11
Properties=species:S:1:pos:R:3
O 1.66 -0.95 -0.27
O 0.96 -1.03 -2.56
N -0.74 0.66 1.42
N -0.39 1.11 -0.86
C -0.41 0.31 0.16
C 0.18 -1.00 -0.09
C 0.92 -1.07 -1.36
H -0.64 2.07 -0.61
H -0.98 1.63 1.60
H -0.23 -1.88 0.38
H -0.32 0.14 2.19
```

Results
gap between HOMO and LUMO = 10.5 eV
HOMO level = -9.89 eV
LUMO energy = 0.022 Eh
SMILES = [H]/N=C(\N)[C@@H]1OC1=O
spin multiplicity = 1

---

The structure with the greatest stability is B.

---

A | Below is a molecular structure, C5H9NO3, with properties calculated with ωB97M-V/def2-TZVPD.

Structure (XYZ):
```
18
Properties=species:S:1:pos:R:3
O 1.12 0.23 -2.38
O -1.80 1.56 -1.50
O -0.72 0.88 1.70
N 1.20 -0.81 1.19
C 1.06 -2.19 1.74
C 0.55 0.20 -1.37
C -0.86 0.07 0.34
C 0.44 -0.78 -0.10
C -0.59 1.09 -0.69
H 1.01 0.08 1.78
H -0.42 2.18 -0.08
H 1.40 -1.92 3.05
H -0.25 -2.39 1.95
H -1.88 -0.56 0.33
H 0.15 -1.84 -0.34
H -2.40 1.89 -0.78
H 1.41 -3.14 1.24
H 0.14 -0.32 2.40
```

Results
gap between HOMO and LUMO = 9.4 eV
HOMO level = -9.73 eV
LUMO energy = -0.013 Eh
spin multiplicity = 1

---

B | Below is 2 unconnected molecules or ions with the total composition C5H9NO3, with properties calculated with ωB97M-V/def2-TZVPD.

Structure (XYZ):
```
18
Properties=species:S:1:pos:R:3
O 2.27 -2.28 1.23
O -2.11 -1.43 0.49
O 0.95 1.48 -0.52
N 0.46 0.90 2.18
C -1.46 -2.02 1.61
C -2.60 -1.13 1.80
C -0.01 -1.64 1.87
C 0.92 -2.40 0.89
C 0.24 -0.19 1.81
H 0.17 0.96 -0.77
H 0.23 -1.97 2.89
H 0.65 -3.46 0.95
H -2.43 -0.10 2.14
H -1.63 -3.09 1.70
H 0.72 -2.06 -0.14
H 0.85 1.91 0.43
H -3.57 -1.56 2.04
H 2.64 -1.48 0.84
```

Results
gap between HOMO and LUMO = 11.3 eV
HOMO level = -10.70 eV
LUMO energy = 0.024 Eh
SMILES = N#C[C@H](CO)[C@H]1CO1.O
spin multiplicity = 1

---

C | Below is 2 unconnected molecules or ions with the total composition C5H9NO3, with properties calculated with ωB97M-V/def2-TZVPD.

Structure (XYZ):
```
18
Properties=species:S:1:pos:R:3
O 0.59 1.26 -1.67
O 3.29 -0.69 -0.43
O -0.92 1.33 1.75
N 0.23 -2.01 0.72
C 1.11 -1.76 -0.32
C 0.09 1.48 0.77
C 2.12 -0.87 -0.30
C -1.62 0.76 -1.07
C -0.15 0.91 -0.76
H -1.92 1.29 -1.98
H -0.34 -2.83 0.56
H 0.21 2.56 0.62
H -2.29 1.17 -0.32
H -1.93 -0.28 -1.19
H -0.89 0.47 2.17
H 0.73 -1.88 -1.33
H 0.65 -1.96 1.65
H 1.02 1.04 1.14
```

Results
gap between HOMO and LUMO = 8.0 eV
HOMO level = -7.90 eV
LUMO energy = 0.004 Eh
SMILES = CC(=O)CO.NC=C=O
spin multiplicity = 1

---

The structure with the greatest stability is B.

---

A | Below is C5H9NO3 in the gas phase, with properties calculated with ωB97M-V/def2-TZVPD.

Structure (XYZ):
```
18
Properties=species:S:1:pos:R:3
O -0.79 -1.91 -0.19
O 1.70 1.01 -3.66
O -2.12 0.45 -1.48
N -0.03 1.03 -2.24
C 1.23 0.63 -2.55
C -0.90 0.30 -1.42
C -0.20 -0.64 -0.49
C -0.02 -0.66 2.08
C -0.38 0.15 0.82
H -1.40 0.43 0.82
H 0.41 -1.66 1.82
H 0.81 -0.85 -0.66
H 0.29 1.00 0.79
H -0.88 -1.16 2.55
H -0.44 1.92 -2.65
H 0.55 -0.09 2.82
H 1.11 1.71 -4.19
H -0.71 -2.41 -0.99
```

Results
gap between HOMO and LUMO = 9.6 eV
HOMO level = -9.23 eV
LUMO energy = 0.014 Eh
spin multiplicity = 1

---

B | Below is C5H9NO3 in the gas phase, with properties calculated with ωB97M-V/def2-TZVPD.

Structure (XYZ):
```
18
Properties=species:S:1:pos:R:3
O 0.46 1.71 0.91
O 0.34 1.56 -2.07
O 2.12 0.22 -1.90
N 0.71 -1.68 -0.38
C -0.28 0.74 1.09
C 0.94 0.42 -1.68
C -0.03 -0.59 -1.04
C -1.00 0.06 -0.05
C -0.56 0.24 2.48
H -1.63 0.81 -0.54
H -1.56 0.55 2.78
H 0.17 0.65 3.18
H 1.67 -1.68 -0.75
H -1.69 -0.70 0.35
H -0.48 -0.85 2.50
H 0.33 -2.58 -0.68
H 1.09 2.14 -2.32
H -0.60 -1.02 -1.87
```

Results
gap between HOMO and LUMO = 10.3 eV
HOMO level = -9.65 eV
LUMO energy = 0.025 Eh
SMILES = CC(=O)C[C@H](N)C(=O)O
spin multiplicity = 1

---

The structure with the greatest stability is B.

---

A | Below is C5H9NO3 in the gas phase, with properties calculated with ωB97M-V/def2-TZVPD.

Structure (XYZ):
```
18
Properties=species:S:1:pos:R:3
O 0.44 1.03 0.09
O 2.53 0.18 -0.94
O -2.03 -1.65 -0.20
N 0.23 -1.21 -0.55
C -0.97 -0.84 -0.24
C 1.86 -0.70 1.17
C 1.28 -0.19 -0.17
C -1.82 1.55 -0.55
C -0.90 0.62 0.30
H 1.73 -1.73 1.19
H -1.35 1.82 -1.46
H -1.96 2.45 -0.03
H -1.72 -2.58 -0.40
H 2.19 0.30 -1.87
H -0.92 0.57 1.41
H 2.94 -0.51 1.24
H 1.18 -0.07 1.90
H -2.68 0.95 -0.86
```

Results
gap between HOMO and LUMO = 10.5 eV
HOMO level = -9.93 eV
LUMO energy = 0.022 Eh
SMILES = C[C@@H]1O[C@](C)(O)N=C1O
spin multiplicity = 1

---

B | Below is C5H9NO3 in the gas phase, with properties calculated with ωB97M-V/def2-TZVPD.

Structure (XYZ):
```
18
Properties=species:S:1:pos:R:3
O 2.17 -0.27 -0.60
O 1.02 1.69 -0.17
O 0.12 -1.14 -2.42
N -1.21 0.62 -1.85
C -0.23 0.59 2.08
C -0.53 -1.04 0.15
C 0.39 -0.36 1.06
C -0.36 -0.40 -1.58
C 1.11 0.46 -0.15
H 1.16 -1.00 1.49
H 0.45 1.41 2.31
H -1.33 0.87 -2.83
H -0.26 -2.07 -0.07
H -1.24 1.39 -1.20
H -1.15 1.04 1.70
H -0.47 0.05 3.00
H -1.59 -0.85 0.30
H 1.93 -0.98 -1.22
```

Results
gap between HOMO and LUMO = 9.2 eV
HOMO level = -9.27 eV
LUMO energy = -0.003 Eh
SMILES = C[C@@H](CC(N)=O)C(=O)O
spin multiplicity = 1

---

C | Below is 3 unconnected molecules or ions with the total composition C5H9NO3, with properties calculated with ωB97M-V/def2-TZVPD.

Structure (XYZ):
```
18
Properties=species:S:1:pos:R:3
O 2.42 2.32 1.07
O -0.30 0.74 -1.53
O 2.30 2.10 -1.15
N 0.47 -0.15 -0.77
C -0.94 -1.68 -0.35
C 1.98 1.74 0.12
C 0.53 0.10 0.48
C 0.62 -0.16 1.76
C -2.27 -1.11 0.00
H -0.46 -2.35 0.36
H 0.02 -0.91 2.25
H -3.06 -1.84 -0.17
H -2.32 -0.80 1.05
H -2.50 -0.25 -0.63
H 1.24 0.50 2.36
H 0.23 0.85 -2.34
H -0.82 -2.02 -1.38
H 2.85 2.91 -1.12
```

Results
gap between HOMO and LUMO (alpha / beta) = 7.5 / 7.5 eV
HOMO level (alpha / beta) = -7.47 / -7.47 eV
LUMO energy (alpha / beta) = 0.000 / 0.000 Eh
spin multiplicity = 1

---

The structure with the greatest stability is B.